No. 1
ORCA calculation (ωB97M-V/def2-TZVPD) on C32H37N6O3S3Sr as an isolated structure.

Geometry as XYZ:
```
82
Properties=species:S:1:pos:R:3:mulliken_charge:R:1
Sr 0.64 0.23 -0.73 0.81
C 3.01 -0.75 1.62 -0.77
N 3.22 -0.08 0.32 1.03
C 3.92 1.19 0.49 -1.25
C 3.05 2.35 0.93 0.38
C 3.45 3.20 1.94 -0.89
C 2.69 4.33 2.22 -0.54
C 1.57 4.57 1.45 -1.05
C 1.23 3.66 0.46 -0.85
N 1.94 2.56 0.20 0.69
C 4.01 -0.94 -0.56 -1.25
C 3.28 -2.19 -1.00 0.64
C 4.00 -3.26 -1.53 -1.18
C 3.32 -4.38 -1.95 -0.61
C 1.94 -4.42 -1.81 -0.99
C 1.31 -3.32 -1.28 -0.52
N 1.96 -2.22 -0.89 1.03
C 1.92 -0.14 2.47 0.10
C 2.17 0.27 3.77 -0.81
C 1.12 0.76 4.53 -0.73
C -0.15 0.81 3.98 -0.92
C -0.31 0.37 2.68 -0.33
N 0.69 -0.09 1.93 0.53
H 3.96 -0.77 2.18 0.27
H 2.73 -1.78 1.42 0.43
H 4.35 1.47 -0.48 0.56
H 4.76 1.08 1.19 0.29
H 4.35 2.98 2.50 0.48
H 2.98 5.00 3.01 0.43
H 0.95 5.44 1.61 0.48
H 0.37 3.81 -0.17 0.88
H 4.96 -1.23 -0.08 0.41
H 4.27 -0.37 -1.45 0.48
H 5.08 -3.20 -1.60 0.52
H 3.86 -5.23 -2.36 0.43
H 1.37 -5.29 -2.11 0.50
H 0.24 -3.30 -1.15 0.25
H 3.17 0.22 4.17 0.49
H 1.29 1.10 5.54 0.44
H -1.00 1.20 4.52 0.37
H -1.29 0.39 2.21 0.57
C -2.01 -2.02 0.33 -1.19
O -1.58 -1.04 -0.60 1.28
C -2.33 -1.04 -1.82 -0.68
C -1.52 -1.75 -2.87 -1.32
O -0.21 -1.17 -2.95 0.30
C 0.08 -0.46 -4.15 -0.62
C 1.53 -0.06 -4.06 -0.85
O 1.74 0.90 -3.02 0.11
C 1.59 2.25 -3.46 -0.89
H -3.03 -1.82 0.66 0.19
H -1.33 -1.99 1.18 0.15
H -1.97 -3.03 -0.11 0.39
H -2.49 0.00 -2.10 0.24
H -3.30 -1.52 -1.66 0.49
H -2.01 -1.70 -3.84 0.52
H -1.38 -2.80 -2.61 0.33
H -0.58 0.41 -4.25 0.40
H -0.07 -1.12 -5.01 0.40
H 1.90 0.33 -5.01 0.50
H 2.12 -0.94 -3.79 0.19
H 2.32 2.46 -4.25 0.29
H 1.78 2.89 -2.60 0.08
H 0.58 2.44 -3.83 0.42
S -3.51 2.33 3.70 -0.28
C -3.23 2.11 2.08 0.11
S -2.03 3.06 1.26 -0.07
C -2.32 2.19 -0.23 0.14
N -3.30 1.37 -0.13 -0.44
N -3.82 1.32 1.15 0.45
C -4.88 0.37 1.31 0.38
C -5.61 0.01 0.17 -0.07
C -6.61 -0.93 0.26 -0.74
C -6.91 -1.54 1.47 -0.50
C -6.19 -1.18 2.60 -0.77
C -5.17 -0.23 2.52 -0.39
S -1.31 2.39 -1.62 -0.35
H -5.39 0.50 -0.77 0.50
H -7.18 -1.18 -0.63 0.40
H -7.70 -2.27 1.54 0.41
H -6.41 -1.63 3.55 0.39
H -4.63 0.04 3.41 0.30
```

## Properties
Highest occupied orbital energy (eV): -9.601
Net charge: +1

No. 2
ORCA calculation (ωB97M-V/def2-TZVPD) on C32H38ClIrN3P2Se as an isolated structure.

Geometry as XYZ:
```
78
Properties=species:S:1:pos:R:3:mulliken_charge:R:1
Ir 0.61 -0.16 0.73 2.46
C -2.02 -0.50 -2.62 -1.47
N -1.78 -0.46 -1.17 0.67
P -1.34 -1.94 -0.45 0.60
C -2.85 -2.90 -0.70 0.89
C -2.79 -4.25 -0.37 -0.42
C -3.93 -5.04 -0.45 -0.76
C -5.12 -4.48 -0.87 -0.50
C -5.19 -3.13 -1.20 -0.83
C -4.05 -2.34 -1.12 0.03
C -1.24 -1.61 1.32 0.56
C -2.32 -1.00 2.01 -0.77
C -2.23 -0.78 3.36 -0.61
C -1.12 -1.22 4.10 -0.75
C -0.11 -1.91 3.47 -0.64
C -0.16 -2.12 2.08 -0.88
P -0.86 0.86 -0.51 -0.59
C -2.15 1.92 0.22 0.43
C -1.77 3.02 0.99 -0.54
C -2.74 3.85 1.53 -0.74
C -4.09 3.61 1.31 -0.65
C -4.47 2.52 0.53 -0.70
C -3.50 1.68 -0.01 0.01
C -0.39 1.85 -1.98 0.26
C -1.16 2.92 -2.45 -0.44
C -0.76 3.63 -3.57 -0.80
C 0.41 3.29 -4.24 -0.63
C 1.18 2.23 -3.78 -0.70
C 0.78 1.52 -2.65 0.01
H -2.61 -1.38 -2.89 0.73
H -1.09 -0.54 -3.18 0.25
H -2.58 0.38 -2.92 0.26
H -1.85 -4.69 -0.05 0.41
H -3.88 -6.09 -0.19 0.41
H -6.01 -5.09 -0.94 0.40
H -6.12 -2.70 -1.53 0.44
H -4.11 -1.29 -1.37 0.08
H -3.20 -0.68 1.46 0.45
H -3.05 -0.28 3.87 0.41
H -1.08 -1.05 5.17 0.41
H 0.72 -2.31 4.03 0.43
H 0.56 -2.77 1.61 0.57
H -0.73 3.23 1.16 0.29
H -2.43 4.70 2.13 0.45
H -4.84 4.26 1.74 0.39
H -5.52 2.33 0.35 0.45
H -3.80 0.84 -0.61 0.24
H -2.07 3.20 -1.94 0.39
H -1.36 4.46 -3.93 0.44
H 0.72 3.84 -5.11 0.39
H 2.09 1.95 -4.30 0.42
H 1.37 0.70 -2.28 0.24
Cl 1.56 2.79 1.92 -0.30
C 0.76 1.17 2.29 -1.28
H -0.14 1.42 2.85 0.48
H 1.46 0.74 3.01 0.55
C 5.35 -1.44 1.15 -0.84
C 3.82 -1.20 1.14 -0.39
N 3.52 0.07 0.48 0.18
C 4.29 1.14 1.10 -0.76
C 5.79 0.95 0.79 -0.84
N 5.96 -0.43 0.22 0.00
C 5.29 -0.51 -1.13 -0.99
C 3.84 -0.01 -0.94 -0.30
H 5.64 -2.43 0.79 0.35
H 5.80 -1.28 2.13 0.31
H 3.44 -1.18 2.16 0.39
H 3.31 -2.00 0.60 0.40
H 4.09 1.14 2.17 0.44
H 3.94 2.10 0.72 0.47
H 6.42 1.02 1.68 0.36
H 6.16 1.65 0.04 0.33
H 6.95 -0.63 0.11 0.30
H 5.34 -1.55 -1.44 0.37
H 5.86 0.10 -1.82 0.34
H 3.14 -0.69 -1.43 -0.03
H 3.70 0.98 -1.37 0.57
Se 0.75 -1.98 -1.00 -0.59
```

## Properties
Highest occupied orbital energy (alpha / beta) (eV): -8.393 / -8.391
Net charge: +1

Ordered maximum force results: 0.389, 2.189; unit eV/A.
Ordered ΔE to the lowest compared entry with this formula, charge and spin results: 0.0, 47.0; unit kcal per mole.
Ordered calculated total energy results: -82207.33878, -137550.53858; unit eV.